17
Properties=species:S:1:pos:R:3:lowdin_charge:R:1 method="wB97M-V/def2-TZVPD" mol_weight_g_mol=114.2 total_charge=0 homo_lumo_gap_ha=0.3656 lumo_energy_ev=0.4 e_tot_ev=-15167.699 fmax_ev_per_a=3.030 smiles=C[Si](C)(C)NC#N
C 0.3571 -2.8906 -0.4451 -0.39
C 1.5208 1.0310 -0.9976 -0.20
C 0.1312 0.4619 1.9060 -0.18
C -1.4267 0.7460 -0.8019 -0.19
N 0.8798 -3.9182 -0.5135 0.10
N -0.2174 -1.6894 -0.1383 -0.08
Si 0.2455 0.0240 -0.0471 0.56
H 1.4654 0.4519 -1.9757 0.05
H 1.0696 2.0458 -1.0322 0.04
H 2.5703 0.9514 -0.5683 0.05
H -0.8922 0.1547 2.1417 0.01
H 0.6382 0.0638 2.7483 -0.01
H 0.2991 1.5981 2.0118 0.05
H -1.5529 1.7041 -0.3123 0.01
H -1.6039 0.9766 -1.8477 0.02
H -2.3030 0.2001 -0.3302 0.04
H -1.1810 -1.9112 0.2019 0.12

***

17
Properties=species:S:1:pos:R:3:lowdin_charge:R:1 method="wB97M-V/def2-TZVPD" mol_weight_g_mol=100.1 total_charge=+1 homo_lumo_gap_ha=0.3557 lumo_energy_ev=-5.0 e_tot_ev=-8769.648 fmax_ev_per_a=4.248
C -0.2047 -0.2510 -2.3658 0.15
C 0.2997 -0.0212 -1.1401 -0.28
C 1.6346 0.6371 -0.9217 -0.01
C -0.9385 0.1401 2.3113 -0.01
N -0.5673 -1.7241 0.0917 0.29
N -0.6074 0.4116 0.9159 0.00
N -0.3345 -0.5365 0.0361 -0.20
H -1.1139 -0.7914 -2.4952 0.07
H 0.4018 -0.2415 -3.3054 0.12
H 2.2010 0.7052 -1.8651 0.11
H 2.1556 0.1620 -0.1866 0.06
H 1.6310 1.6137 -0.5127 0.07
H -1.5866 -0.6931 2.2631 0.06
H 0.1420 0.1211 2.8463 0.16
H -1.3324 1.1201 2.7489 0.13
H -1.1002 -2.0719 0.8768 0.11
H -0.6802 1.4199 0.7024 0.19

***

17
Properties=species:S:1:pos:R:3:lowdin_charge:R:1 method="wB97M-V/def2-TZVPD" mol_weight_g_mol=100.1 total_charge=+1 homo_lumo_gap_ha="0.2806 / 0.2688" lumo_energy_ev="-7.0 / -7.2" e_tot_ev=-8769.180 fmax_ev_per_a=3.784
C 0.2847 0.6848 0.2532 -0.39
C 1.2792 -0.7896 -1.2602 -0.30
C 0.2141 2.0537 0.7941 0.03
C -1.8604 -0.2433 0.6992 -0.07
N 1.1560 0.4181 -0.6577 0.15
N -0.5308 -0.2797 0.6549 0.14
N 0.6318 -1.9300 -0.6214 0.10
H 0.8843 -0.6526 -2.4207 0.21
H 2.3572 -0.9770 -1.3655 0.15
H 1.0613 2.5435 0.3536 0.10
H 0.2646 2.1891 1.8291 0.08
H -0.7092 2.6547 0.5881 0.12
H -2.2212 0.4910 -0.0112 0.12
H -2.1584 -1.3075 0.4821 0.14
H -2.2994 0.0077 1.6518 0.13
H 0.5094 -2.7293 -1.2772 0.13
H 1.1367 -2.1336 0.3078 0.16

***

17
Properties=species:S:1:pos:R:3:lowdin_charge:R:1 method="wB97M-V/def2-TZVPD" mol_weight_g_mol=100.1 total_charge=+1 homo_lumo_gap_ha="0.3116 / 0.3115" lumo_energy_ev="-5.5 / -5.5" e_tot_ev=-8769.369 fmax_ev_per_a=4.096
C 0.9475 -0.5104 0.3220 0.00
C -2.7874 0.2902 0.5293 -0.05
C -0.8163 -0.7044 -1.2092 -0.01
C 3.2117 0.2604 0.4029 -0.01
N -1.4114 0.2431 0.9716 0.13
N -0.4927 -0.2313 0.1917 -0.11
N 1.7408 0.4503 0.5138 -0.01
H -3.2869 0.8513 1.2646 0.08
H -2.9783 0.6352 -0.4767 0.09
H -3.2045 -0.6748 0.5592 0.10
H -1.4296 -0.0545 -1.8229 0.09
H -0.0085 -1.0086 -1.8273 0.08
H -1.5314 -1.5946 -1.1864 0.14
H 3.5957 -0.5538 0.9868 0.09
H 3.6216 1.2534 0.6172 0.10
H 3.4013 -0.0067 -0.6966 0.12
H 1.4283 1.3553 0.8600 0.16

***

17
Properties=species:S:1:pos:R:3:lowdin_charge:R:1 method="wB97M-V/def2-TZVPD" mol_weight_g_mol=100.1 total_charge=+1 homo_lumo_gap_ha=0.3541 lumo_energy_ev=-4.9 e_tot_ev=-8768.769 fmax_ev_per_a=3.883 smiles="CC/N=[NH+]/N1CC1"
C -0.2223 1.9109 1.7453 -0.08
C 0.5987 -0.8417 -2.4877 -0.07
C -0.4249 0.8938 2.7567 0.01
C -0.0102 -1.7184 -1.4003 -0.22
N -0.1472 -0.0132 0.2219 0.03
N 0.0967 0.5444 1.3993 -0.04
N -0.2793 -1.2210 -0.0859 0.14
H -1.0273 2.2813 1.1934 0.11
H 0.7561 2.5282 1.8643 0.17
H 0.1278 0.7960 -0.3991 0.21
H 1.7245 -0.8045 -2.4840 0.11
H 0.3033 -1.2961 -3.4254 0.09
H 0.0526 0.0621 -2.4467 0.05
H -1.4424 0.5367 3.0008 0.14
H 0.2551 0.8374 3.5227 0.10
H 0.6189 -2.5145 -1.1397 0.11
H -0.9803 -1.9813 -1.8356 0.14

***

18
Properties=species:S:1:pos:R:3:lowdin_charge:R:1 method="wB97M-V/def2-TZVPD" mol_weight_g_mol=116.1 total_charge=+1 homo_lumo_gap_ha=0.3006 lumo_energy_ev=-5.0 e_tot_ev=-10816.495 fmax_ev_per_a=6.165
C 2.1993 -0.4644 -0.2621 -0.20
C -2.6217 0.3286 -0.2726 -0.03
C -3.9407 0.9494 -0.4290 0.05
C 4.5378 0.0173 0.5223 -0.08
N -1.3368 -1.3181 0.7163 0.13
N 3.1437 0.0858 0.2820 0.07
N 1.0191 -0.6006 -0.7229 0.05
O -2.4420 -0.5023 0.6589 0.04
H -1.8304 0.7209 -0.8562 0.15
H -3.8520 2.0011 -0.1456 0.13
H -4.6339 0.5537 0.1356 0.05
H -3.9274 1.0098 -1.5243 0.13
H 4.8338 0.8203 -0.0749 0.07
H 4.7578 0.4143 1.4965 0.08
H 5.0665 -0.9259 0.3937 0.10
H -1.3553 -1.8845 1.5406 0.12
H -0.4986 -0.8965 0.2352 0.06
H 0.8805 -0.3090 -1.6936 0.08

***

18
Properties=species:S:1:pos:R:3:lowdin_charge:R:1 method="wB97M-V/def2-TZVPD" mol_weight_g_mol=116.1 total_charge=+1 homo_lumo_gap_ha=0.3746 lumo_energy_ev=-4.3 e_tot_ev=-10820.393 fmax_ev_per_a=3.901
C 0.1930 -1.5365 1.9121 -0.03
C -0.4105 1.3136 -0.5256 -0.46
C -1.9013 1.2500 -0.3050 0.01
C 1.1866 -0.3349 -1.4107 -0.11
N 0.6142 -0.5376 1.2784 0.04
N 0.0290 0.2603 -1.4575 0.13
N 2.3020 0.2888 -0.9643 0.18
O 0.4203 2.0399 -0.0723 0.13
H -0.3898 -1.4049 2.7782 0.07
H 0.3792 -2.4963 1.4058 0.09
H -2.1957 0.1676 0.0075 0.12
H -2.6330 1.7658 -0.9875 0.12
H -1.9874 1.8578 0.6554 0.12
H 1.3313 -1.2314 -2.0300 0.17
H -0.7860 -0.2096 -1.8416 0.16
H 2.1657 0.9296 -0.1462 0.13
H 0.3582 0.2517 1.7371 0.01
H 3.1384 -0.2742 -0.8651 0.13

***

19
Properties=species:S:1:pos:R:3:lowdin_charge:R:1 method="wB97M-V/def2-TZVPD" mol_weight_g_mol=132.1 total_charge=+1 homo_lumo_gap_ha="0.3529 / 0.3529" lumo_energy_ev="-3.8 / -3.8" e_tot_ev=-12863.879 fmax_ev_per_a=4.508
C 1.6769 1.5260 1.6616 -0.01
C 1.2602 0.2782 1.2304 -0.15
C 0.4285 -0.6513 -1.6263 -0.07
C -1.7779 -1.3251 -0.9479 -0.01
N 0.8234 -0.7739 1.2180 0.21
N 0.7200 2.3841 1.8277 -0.32
N -0.3104 -1.6426 -0.9027 -0.10
O -0.4375 2.0310 1.2090 0.11
O 0.7534 3.4073 2.4684 0.12
H 2.7189 1.6648 1.9941 0.17
H 1.5039 -0.6962 -1.2017 0.12
H 0.4784 -0.8142 -2.7533 0.14
H 0.0443 0.2890 -1.3334 0.07
H -2.2151 -2.4255 -0.7849 0.14
H -2.3270 -0.8055 -0.1513 0.10
H -2.0162 -1.0168 -1.9861 0.11
H 0.0737 -1.6491 0.0952 0.08
H -0.3333 -2.5196 -1.3286 0.14
H -1.0643 2.7393 1.3117 0.14

***

19
Properties=species:S:1:pos:R:3:lowdin_charge:R:1 method="wB97M-V/def2-TZVPD" mol_weight_g_mol=132.1 total_charge=+1 homo_lumo_gap_ha=0.3653 lumo_energy_ev=-4.0 e_tot_ev=-12866.793 fmax_ev_per_a=1.660
C 1.6370 0.3611 -1.1136 -0.46
C -0.2600 1.1948 0.2372 -0.15
C 1.6463 -0.9655 -0.3593 -0.03
C -2.4252 -0.0130 0.2665 -0.04
N 0.7976 1.3362 -0.7446 0.12
N -1.0071 -0.0079 -0.0512 -0.24
N -0.3045 -1.1214 0.4306 0.10
O 2.4644 0.4221 -1.9862 0.16
O 2.4185 -1.1623 0.6578 0.15
H 0.1769 1.1786 1.2534 0.14
H -0.9167 2.0592 0.1575 0.15
H 1.5560 -1.8426 -0.9976 0.17
H -2.8927 0.8384 -0.2202 0.10
H -2.8721 -0.9152 -0.1519 0.10
H -2.6312 0.0324 1.3428 0.10
H 0.7833 2.1371 -1.3629 0.17
H -0.6884 -1.9918 0.0634 0.15
H -0.2032 -1.1786 1.4535 0.15
H 2.7211 -0.3615 1.1247 0.17

***

21
Properties=species:S:1:pos:R:3:lowdin_charge:R:1 method="wB97M-V/def2-TZVPD" mol_weight_g_mol=211.3 total_charge=0 homo_lumo_gap_ha=0.2972 lumo_energy_ev=0.1 e_tot_ev=-41785.237 fmax_ev_per_a=4.794
C 1.3390 0.2793 0.7654 -0.51
C 1.0185 1.1015 -0.4052 -0.19
C 1.9233 -1.0162 0.1871 -0.14
C 1.6332 -0.7975 -1.4393 -0.21
N 1.2604 0.5475 -1.5539 0.01
N -1.9963 0.0189 -1.8248 -0.42
N -0.8540 1.2647 2.4045 -0.31
O -3.1544 0.3148 0.8228 -0.58
P -2.3996 -0.9260 0.9744 0.41
S -1.9580 -1.5072 -1.1207 0.47
S -0.2024 -0.1807 1.7645 0.76
H 2.0595 0.8033 1.4151 0.12
H 0.6380 2.2275 -0.4436 0.16
H 2.9334 -1.0364 0.4814 0.08
H 1.2976 -1.9341 0.4844 0.11
H 2.4982 -1.2075 -2.0396 0.12
H 0.7262 -1.3454 -1.7557 0.06
H -2.7238 0.3172 -2.4356 0.02
H -1.2839 0.6563 -1.9292 -0.03
H -0.9614 0.9049 3.4396 0.08
H -1.7936 1.5152 2.2083 -0.01

***

19
Properties=species:S:1:pos:R:3:lowdin_charge:R:1 method="wB97M-V/def2-TZVPD" mol_weight_g_mol=148.2 total_charge=+1 homo_lumo_gap_ha=0.3608 lumo_energy_ev=-3.6 e_tot_ev=-21654.436 fmax_ev_per_a=5.336
C -1.4524 -1.5383 0.2695 -0.31
C 1.5487 -0.6316 -0.4518 -0.42
C 1.5286 1.4373 1.0843 0.05
C -2.3500 0.5815 -0.7260 -0.20
N -1.9043 -0.4601 0.0997 0.14
N -0.7894 -2.5150 0.4969 0.17
N 1.0632 0.3796 0.1094 -0.02
O -1.3716 1.6108 -0.5682 -0.02
S 3.2386 -1.2680 -0.3198 0.88
H 0.9517 -1.0655 -1.2048 0.09
H 2.3937 0.8423 1.5723 0.12
H 1.9045 2.2937 0.6355 0.08
H 0.6825 1.6578 1.6784 0.09
H -3.2441 0.9459 -0.2942 0.13
H -2.6239 0.3563 -1.6666 0.10
H -0.9719 -3.3335 1.0763 0.10
H 0.0781 0.5774 -0.1226 0.09
H -1.7558 2.4429 -0.5544 0.07
H 3.0737 -2.3134 -1.1137 -0.12

***

18
Properties=species:S:1:pos:R:3:lowdin_charge:R:1 method="wB97M-V/def2-TZVPD" mol_weight_g_mol=114.2 total_charge=0 homo_lumo_gap_ha=0.3490 lumo_energy_ev=0.9 e_tot_ev=-10268.186 fmax_ev_per_a=1.911
C 1.7314 0.1196 -0.8601 -0.08
C -0.4880 0.4426 0.2097 -0.47
C -2.1874 -1.1943 -0.1778 -0.11
C -0.9496 -1.9702 0.2353 -0.12
H 2.7339 0.5878 -0.8240 0.09
H 1.3491 0.2752 -1.8676 0.08
H 1.8066 -0.9494 -0.6323 0.08
H 2.0611 1.9239 1.1820 0.09
H 1.4848 2.6171 -0.1501 0.09
H -0.7292 1.9718 1.2026 0.03
H -2.7744 -1.4961 -1.0657 0.11
H -2.6967 -0.6840 0.6564 0.10
H -0.7309 -1.9594 1.3345 0.12
H -0.6133 -2.8599 -0.3422 0.11
N 0.9010 0.7104 0.1239 -0.21
N 1.2474 1.9767 0.5865 0.03
N -1.2877 1.2112 0.8103 0.14
N -0.8579 -0.7231 -0.4215 -0.09

***

18
Properties=species:S:1:pos:R:3:lowdin_charge:R:1 method="wB97M-V/def2-TZVPD" mol_weight_g_mol=114.2 total_charge=0 homo_lumo_gap_ha=0.3377 lumo_energy_ev=0.7 e_tot_ev=-10268.037 fmax_ev_per_a=3.668 smiles="N=C(N)N.C=CN=C"
C 0.0826 1.5664 -0.7137 -0.27
C -0.2335 0.3046 -1.0392 -0.01
C 0.0920 2.7164 -2.7373 -0.01
N -0.3690 2.6702 -1.4936 -0.04
H 0.5151 1.8801 0.2525 0.10
H -1.2415 0.2305 -1.4194 0.07
H 0.5053 -0.4465 -0.7951 0.02
H -0.2570 3.4968 -3.4139 0.06
H 0.8542 2.0246 -3.0923 0.06
N 0.4992 -2.1410 0.6324 0.08
C -0.2321 -1.6048 1.6783 -0.64
N 0.5299 -0.8043 2.5453 0.09
N -1.4599 -1.8508 1.9817 0.09
H 0.1290 -2.9958 0.2350 0.10
H 1.5113 -2.1633 0.7575 0.10
H 1.0795 -0.0917 2.0643 0.08
H -0.0613 -0.4027 3.2869 0.10
H -1.9438 -2.3886 1.2707 0.03

***

18
Properties=species:S:1:pos:R:3:lowdin_charge:R:1 method="wB97M-V/def2-TZVPD" mol_weight_g_mol=114.2 total_charge=0 homo_lumo_gap_ha=0.3163 lumo_energy_ev=0.9 e_tot_ev=-10268.655 fmax_ev_per_a=2.215
C 1.0523 0.7662 0.4865 -0.05
C 2.3401 -0.9340 -0.8214 -0.07
C 0.1329 -1.4994 -0.0228 -0.19
C -1.8017 -0.2338 0.5797 -0.30
H 2.0405 1.2228 0.5484 0.08
H 0.4254 1.3563 -0.1834 0.07
H 0.5858 0.8064 1.4743 0.09
H 3.2370 -0.7536 -0.2017 0.09
H 2.2779 -1.9864 -1.0843 0.08
H 2.4211 -0.3353 -1.7368 0.09
H 0.4194 -2.4621 -0.4356 0.12
H -2.3379 -0.1682 1.5336 0.12
H -3.5256 1.5128 0.5453 0.08
H -2.8607 2.1371 -0.8543 0.07
N 1.1482 -0.5869 -0.0752 -0.19
N -1.0646 -1.3697 0.4189 0.06
N -1.8427 0.7368 -0.2500 -0.09
N -2.6474 1.7910 0.0789 -0.04

***

Relative energy (zero: lowest compared OMol25 entry of this formula, charge and spin) / eV: 0.245; 4.951; 5.420; 5.230; 5.830; 4.909; 1.011; 5.342; 2.429; 0.817; 2.008; 2.665; 2.814; 2.196